P) Molecular formula: C4H5NO2
Method: DFT, wB97M-V/def2-TZVPD

```
12
Properties=species:S:1:pos:R:3
O -2.310 0.320 0.907
C -1.639 -0.310 0.129
C -0.397 0.268 -0.540
C 0.568 0.933 0.446
N 1.528 -0.133 0.761
C 1.362 -1.002 -0.143
O 0.375 -0.821 -1.069
H -1.883 -1.354 -0.160
H -0.707 0.935 -1.349
H 1.116 1.755 -0.029
H 0.044 1.320 1.323
H 1.944 -1.910 -0.275
```

Output
E_LUMO (eV): 0.67
SMILES: O=C[C@H]1CN=CO1
Highest occupied orbital energy (eV): -9.94
Kohn-Sham gap (Eh): 0.390

Results of the Löwdin charge analysis, in e, for atoms 1 through 8: O 0.075; C -0.189; C -0.253; C -0.145; N 0.084; C -0.216; O -0.030; H 0.137

Q) Molecular formula: C4H5NO2
Method: DFT, wB97M-V/def2-TZVPD

```
12
Properties=species:S:1:pos:R:3
C 1.721 0.381 0.604
C 0.244 0.150 0.990
O -0.311 0.448 2.050
N -0.422 -0.297 -0.130
C -1.824 -0.470 -0.535
C -0.702 -0.379 -1.462
O -0.199 -0.234 -2.534
H 1.969 -0.247 -0.140
H 2.333 0.038 1.360
H 1.836 1.417 0.279
H -2.314 0.540 -0.232
H -2.332 -1.348 -0.248
```

Output
E_LUMO (eV): 0.51
SMILES: CC(=O)N1CC1=O
Highest occupied orbital energy (eV): -10.41
Kohn-Sham gap (Eh): 0.401

Results of the Löwdin charge analysis, in e, for atoms 1 through 8: C 0.038; C -0.417; O 0.079; N 0.059; C 0.036; C -0.391; O 0.139; H 0.036

R) Molecular formula: C4H5NO2
Method: DFT, wB97M-V/def2-TZVPD

```
12
Properties=species:S:1:pos:R:3
O 0.114 -0.096 2.516
C -0.908 -0.241 1.899
C -1.040 0.005 0.395
O -2.091 -0.234 -0.162
N 0.054 0.590 -0.201
C 0.370 0.374 -1.586
C 1.306 -0.070 -0.509
H -1.857 -0.578 2.360
H 0.591 1.270 -2.158
H -0.217 -0.384 -2.103
H 1.374 -1.142 -0.339
H 2.206 0.498 -0.285
```

Output
E_LUMO (eV): -0.27
SMILES: O=CC(=O)N1CC1
Highest occupied orbital energy (eV): -10.00
Kohn-Sham gap (Eh): 0.357

Results of the Löwdin charge analysis, in e, for atoms 1 through 8: O 0.089; C -0.151; C -0.426; O 0.101; N -0.022; C -0.095; C -0.082; H 0.130

Most stable: P) (next structure +15.8 kcal/mol)

P) Molecular formula: C4H10N
Method: DFT, wB97M-V/def2-TZVPD

```
15
Properties=species:S:1:pos:R:3
C -2.595 -0.951 -0.297
N -1.602 -0.319 -0.784
H -2.952 -1.853 -0.777
H -3.162 -0.523 0.520
H -1.162 0.414 -0.227
H -0.940 -0.737 -1.435
C 1.540 1.552 0.143
C 1.334 0.076 -0.112
C 1.211 -0.801 0.886
H 1.311 1.761 1.186
H 0.801 2.129 -0.428
H 2.534 1.880 -0.156
H 1.478 -0.309 -1.120
H 0.871 -1.812 0.680
H 1.334 -0.507 1.920
```

Output
E_LUMO (eV): -5.81
Highest occupied orbital energy (eV): -13.62
Kohn-Sham gap (Eh): 0.287
Net charge: +1

Results of the Löwdin charge analysis, in e, for atoms 1 through 8: C 0.182; N 0.200; H 0.129; H 0.131; H 0.131; H 0.150; C -0.098; C -0.281

Q) Molecular formula: C4H10N
Method: DFT, wB97M-V/def2-TZVPD

```
15
Properties=species:S:1:pos:R:3
C 1.638 0.639 -0.753
N 1.891 -0.624 -0.695
H 1.978 1.372 -1.565
H 1.233 1.085 0.168
H 2.044 -1.165 0.223
H 2.402 -1.078 -1.524
C -1.257 1.092 0.221
C -0.869 -0.322 0.285
C -1.288 -1.351 1.061
H -2.186 1.284 -0.502
H -1.438 1.487 1.274
H -0.494 1.745 -0.213
H -0.649 -0.691 -0.760
H -0.742 -2.276 1.185
H -2.262 -1.197 1.593
```

Output
E_LUMO (eV): -5.86
Highest occupied orbital energy (eV): -12.65
Kohn-Sham gap (Eh): 0.250
Net charge: +1

Results of the Löwdin charge analysis, in e, for atoms 1 through 8: C 0.105; N 0.150; H 0.169; H 0.100; H 0.204; H 0.191; C -0.144; C -0.349

Most stable: P) (next structure +43.7 kcal/mol)

P) Molecular formula: C4H10N
Method: DFT, wB97M-V/def2-TZVPD

```
15
Properties=species:S:1:pos:R:3
C -0.757 2.242 -0.412
C 0.194 1.058 -0.629
C -0.337 -0.243 -0.069
C 0.620 -1.160 0.072
N 0.389 -2.418 0.931
H -1.517 2.360 -1.182
H -1.304 2.224 0.541
H -0.259 3.217 -0.428
H 0.350 0.946 -1.707
H 1.183 1.340 -0.268
H -1.394 -0.384 0.104
H 1.660 -1.115 -0.179
H 0.809 -2.308 1.856
H 0.961 -3.100 0.426
H -0.599 -2.660 0.943
```

Output
E_LUMO (eV): -3.84
SMILES: CC/C=C/[NH3+]
Highest occupied orbital energy (eV): -14.60
Kohn-Sham gap (Eh): 0.396
Net charge: +1

Results of the Löwdin charge analysis, in e, for atoms 1 through 8: C -0.102; C -0.237; C -0.040; C -0.063; N 0.202; H 0.077; H 0.079; H 0.082

Q) Molecular formula: C4H10N
Method: DFT, wB97M-V/def2-TZVPD

```
15
Properties=species:S:1:pos:R:3
C 3.788 -0.125 -0.226
C 2.559 0.048 0.314
H 3.929 -1.128 -0.655
H 4.398 0.718 -0.437
H 1.867 -0.748 0.027
H 2.235 1.023 0.804
C -1.631 -0.486 0.829
C -2.826 0.363 -0.895
N -1.847 0.620 -0.157
H -2.182 -0.154 1.800
H -2.090 -1.349 0.424
H -0.618 -0.690 1.056
H -3.752 -0.068 -0.469
H -2.789 0.884 -1.879
H -1.038 1.090 -0.536
```

Output
E_LUMO (eV): -5.90
Highest occupied orbital energy (eV): -12.75
Kohn-Sham gap (Eh): 0.252
Net charge: +1

Results of the Löwdin charge analysis, in e, for atoms 1 through 8: C -0.059; C -0.115; H 0.060; H 0.042; H 0.021; H 0.062; C 0.012; C 0.152

R) Molecular formula: C4H10N
Method: DFT, wB97M-V/def2-TZVPD

```
15
Properties=species:S:1:pos:R:3
C 1.766 -0.153 1.082
C 2.699 0.566 1.625
C -1.072 1.072 -0.475
C -0.583 -1.365 -0.601
N -0.673 -0.168 0.137
H 1.356 -1.232 1.161
H -1.116 -0.218 1.097
H 3.594 -0.033 1.979
H -2.022 1.176 -0.896
H -0.934 1.824 0.159
H -0.348 1.123 -1.333
H 0.420 -1.592 -0.908
H -1.022 -2.308 -0.076
H -1.250 -1.208 -1.484
H 2.873 1.620 1.869
```

Output
E_LUMO (spin up / spin down) (eV): -6.13 / -6.88
Highest occupied orbital energy (spin up / spin down) (eV): -14.68 / -13.80
Kohn-Sham gap (spin up / spin down) (Eh): 0.314 / 0.254
Net charge: +1

Results of the Löwdin charge analysis, in e, for atoms 1 through 8: C 0.188; C 0.027; C -0.063; C -0.119; N -0.142; H 0.115; H 0.168; H 0.135

Most stable: P) (next structure +47.5 kcal/mol)

P) Molecular formula: C2H3NOS2
Method: DFT, wB97M-V/def2-TZVPD

```
9
Properties=species:S:1:pos:R:3
O -3.548 -0.592 0.023
C -2.359 -0.520 -0.266
N -1.460 0.472 0.369
S 0.157 0.762 -0.284
C 1.352 -0.121 0.754
S 2.817 -0.414 -0.163
H -1.880 -1.086 -1.023
H -2.239 1.343 0.666
H 1.179 -0.554 1.822
```

Output
E_LUMO (eV): -1.16
SMILES: O=CNSC=S
Highest occupied orbital energy (eV): -9.28
Kohn-Sham gap (Eh): 0.299

Results of the Löwdin charge analysis, in e, for atoms 1 through 8: O 0.018; C -0.362; N -0.372; S 0.785; C -0.901; S 0.473; H 0.097; H 0.203

Q) Molecular formula: C2H3NOS2
Method: DFT, wB97M-V/def2-TZVPD

```
9
Properties=species:S:1:pos:R:3
O -2.098 -1.698 -0.700
N -1.196 -2.009 0.189
C -0.002 -1.600 -0.007
S 0.829 -0.204 -0.751
C 0.318 0.860 0.723
S 0.715 2.387 0.708
H -1.761 -1.015 -1.404
H 0.782 -2.109 0.724
H -0.477 0.280 1.350
```

Output
E_LUMO (eV): -0.78
SMILES: O/N=C\SC=S
Highest occupied orbital energy (eV): -9.34
Kohn-Sham gap (Eh): 0.314

Results of the Löwdin charge analysis, in e, for atoms 1 through 8: O -0.063; N -0.106; C -0.569; S 0.775; C -0.995; S 0.649; H 0.139; H 0.109

R) Molecular formula: C2H3NOS2
Method: DFT, wB97M-V/def2-TZVPD

```
9
Properties=species:S:1:pos:R:3
C -1.037 -2.256 -0.891
N -0.510 -1.741 0.035
S 0.153 -1.163 1.269
H -1.141 -3.181 -1.458
O 1.205 0.833 -0.714
C 0.316 1.539 -0.365
S 0.230 2.281 1.191
H -0.584 1.810 -0.899
H 1.369 1.878 1.833
```

Output
E_LUMO (eV): 0.11
SMILES: C#[N+][S-].O=CS
Highest occupied orbital energy (eV): -8.62
Kohn-Sham gap (Eh): 0.321

Results of the Löwdin charge analysis, in e, for atoms 1 through 8: C 0.050; N -0.698; S 0.693; H 0.084; O -0.078; C -0.785; S 0.759; H 0.067

Most stable: P) (next structure +11.3 kcal/mol)